C14H30GeN2O2PtS5Se | ωB97M-V/def2-TZVPD

Calculated values
HOMO (alpha / beta): -6.96 / -6.96 eV
Orbital gap (alpha / beta): 6.74 / 6.74 eV
ΔE to the lowest compared entry with this formula, charge and spin: 28.93 kJ/mol
E: -201364.5824 eV

Each line ends with the Löwdin charge.
Geometry (Å):
Pt  0.092  -0.406  0.490  0.68
N  -0.549  -2.721  0.764  -0.04
C  -0.486  -3.694  -0.323  -0.26
C  -1.311  -3.257  -1.532  -0.18
C  -0.750  -2.032  -2.252  -0.26
N  -1.021  -0.788  -1.534  -0.09
H  0.028  -3.014  1.547  0.09
H  -1.510  -2.643  1.096  0.02
H  -0.860  -4.676  0.004  0.12
H  0.557  -3.804  -0.625  0.12
H  -2.340  -3.065  -1.217  0.11
H  -1.329  -4.087  -2.241  0.11
H  -1.172  -2.000  -3.268  0.12
H  0.338  -2.123  -2.343  0.10
H  -2.020  -0.677  -1.367  0.07
H  -0.715  -0.004  -2.108  0.06
C  2.630  -0.905  3.792  -0.05
O  1.646  -1.078  2.768  -0.15
C  1.389  -0.022  1.982  -0.68
O  1.971  1.040  2.115  -0.04
H  3.407  -0.219  3.452  0.09
H  2.167  -0.487  4.686  0.07
H  3.043  -1.888  4.000  0.09
C  1.689  4.746  -2.558  -0.22
Ge  0.984  2.910  -2.833  0.81
C  2.008  2.017  -4.285  -0.24
C  -0.966  2.905  -3.258  -0.21
C  1.234  1.911  -1.102  -0.58
Se  2.259  0.236  -1.278  0.90
C  3.872  0.855  -0.390  -0.36
H  1.610  5.332  -3.470  0.01
H  2.737  4.705  -2.271  0.01
H  1.144  5.264  -1.774  0.02
H  1.608  2.281  -5.259  0.01
H  1.973  0.937  -4.179  -0.02
H  3.050  2.320  -4.259  0.02
H  -1.371  3.905  -3.149  0.01
H  -1.523  2.252  -2.592  0.00
H  -1.137  2.583  -4.280  0.01
H  0.268  1.652  -0.635  -0.04
H  1.778  2.511  -0.377  0.02
H  4.298  1.671  -0.971  0.03
H  4.572  0.024  -0.330  0.03
H  3.588  1.194  0.602  0.01
C  -5.243  -1.039  2.598  -0.37
S  -3.838  -2.127  2.206  0.77
C  -2.640  -1.314  3.208  -1.05
C  -1.990  -0.191  2.812  -1.17
S  -2.179  0.559  1.294  0.52
S  -0.876  0.484  4.008  0.93
C  -1.078  -0.758  5.214  -1.48
S  -0.258  -0.773  6.626  0.54
S  -2.251  -1.977  4.779  0.89
H  -6.128  -1.470  2.146  0.03
H  -5.048  -0.050  2.194  0.02
H  -5.350  -1.004  3.677  0.04



C14H30InO4P | ωB97M-V/def2-TZVPD

Calculated values
HOMO: 0.60 eV
Net charge: -2
Orbital gap: 4.31 eV
E: -37655.2693 eV

Each line ends with the Löwdin charge.
Geometry (Å):
C  5.915  -0.869  1.077  -0.12
C  5.114  -0.641  -0.194  -0.27
C  3.616  -0.448  0.041  -0.20
C  3.164  1.010  -0.024  -0.22
C  2.336  1.343  -1.241  -0.21
C  1.629  2.700  -1.178  -0.20
C  0.105  2.686  -1.060  -0.23
C  -0.427  2.763  0.353  -0.34
C  -1.940  2.601  0.413  -0.29
In  -2.485  0.419  0.628  0.69
C  -3.375  -0.277  -1.312  -0.29
C  -2.730  -1.508  -1.919  -0.30
C  -3.136  -2.760  -1.207  -0.29
O  -2.388  -2.902  -0.039  -0.20
C  -2.832  -3.877  0.848  -0.12
P  -4.381  0.310  2.399  0.47
O  -5.753  0.833  2.011  -0.69
C  -0.635  -0.611  1.318  -0.80
O  0.241  -0.835  0.421  -0.17
O  -0.559  -0.815  2.547  -0.17
H  5.397  -0.472  1.932  0.07
H  6.879  -0.388  1.029  0.05
H  6.086  -1.917  1.238  0.06
H  5.280  -1.478  -0.854  0.09
H  5.510  0.219  -0.707  0.08
H  3.329  -0.861  0.985  0.10
H  3.089  -0.980  -0.722  0.10
H  4.049  1.635  -0.024  0.10
H  2.604  1.250  0.859  0.10
H  1.630  0.552  -1.388  0.09
H  3.004  1.342  -2.095  0.10
H  1.889  3.253  -2.069  0.08
H  2.024  3.260  -0.344  0.10
H  -0.293  3.543  -1.585  0.09
H  -0.317  1.813  -1.536  0.10
H  -0.129  3.734  0.748  0.09
H  0.082  2.024  0.952  0.07
H  -2.383  2.932  -0.514  0.01
H  -2.370  3.129  1.248  0.00
H  -3.289  0.551  -1.999  0.01
H  -4.429  -0.485  -1.215  0.02
H  -1.651  -1.459  -1.899  0.10
H  -3.037  -1.627  -2.955  0.09
H  -4.197  -2.705  -0.971  0.11
H  -2.979  -3.627  -1.850  0.11
H  -2.390  -3.660  1.803  0.09
H  -2.508  -4.868  0.539  0.07
H  -3.911  -3.857  0.953  0.08
H  -3.944  1.011  3.565  -0.10
H  -4.509  -0.985  2.990  -0.10



C14H30N2O4S2 | ωB97M-V/def2-TZVPD

Calculated values
HOMO: -8.09 eV
SMILES string: CCCCNC(NCCCC)=C(S(=O)(=O)CC)S(=O)(=O)CC
Orbital gap: 8.70 eV
ΔE to the lowest compared entry with this formula, charge and spin: 1670.62 kJ/mol
E: -47827.9625 eV

Each line ends with the Löwdin charge.
Geometry (Å):
C  3.505  -1.208  -2.957  -0.09
C  3.435  0.266  -3.463  -0.29
C  2.486  1.260  -2.995  -0.21
C  2.556  1.602  -1.502  -0.03
N  1.801  0.363  -0.883  0.12
C  0.844  0.583  -0.069  -0.33
N  0.813  1.685  0.690  0.00
C  1.762  2.046  1.469  -0.32
C  1.905  1.227  2.835  -0.20
C  0.967  1.731  3.845  -0.33
C  1.147  3.064  4.417  -0.04
C  -0.573  -0.042  -0.169  -0.26
S  -0.888  -1.383  -1.302  0.68
O  -1.272  -2.527  -0.395  -0.38
O  0.206  -1.810  -2.149  -0.36
C  -2.258  -0.888  -2.477  -0.17
C  -1.635  0.518  -3.051  -0.04
S  -1.943  -0.099  1.140  0.65
O  -2.999  -0.467  0.423  -0.29
O  -1.734  1.222  1.759  -0.38
C  -1.400  -1.625  2.235  -0.18
C  -2.677  -2.498  2.361  -0.08
H  3.655  -1.148  -1.831  0.09
H  2.415  -1.537  -3.186  0.09
H  4.127  -1.770  -3.556  0.03
H  4.432  0.724  -3.361  0.09
H  3.536  0.154  -4.780  0.19
H  1.588  0.882  -3.233  0.07
H  2.716  2.267  -3.328  0.13
H  2.073  2.364  -1.385  0.02
H  3.516  1.368  -1.004  0.14
H  1.673  -0.420  -1.435  0.05
H  -0.117  1.868  1.301  0.17
H  2.742  1.963  0.858  0.12
H  1.944  3.126  1.659  0.14
H  3.030  1.337  3.402  0.16
H  1.957  -0.049  2.498  0.18
H  -0.139  1.544  3.364  0.13
H  0.903  0.744  4.544  0.15
H  1.923  2.981  4.850  -0.02
H  0.253  3.356  5.177  0.17
H  1.072  3.578  3.757  -0.07
H  -2.236  -1.692  -2.879  -0.03
H  -2.936  -0.743  -1.673  0.06
H  -2.532  0.580  -3.770  0.10
H  -1.535  1.237  -2.435  -0.03
H  -0.693  -0.015  -3.651  0.13
H  -0.412  -1.815  2.032  0.05
H  -1.431  -0.975  3.232  0.11
H  -2.647  -3.055  1.404  0.09
H  -2.704  -3.041  3.017  -0.09
H  -3.593  -1.838  2.656  0.14



C14H30NO12 | ωB97M-V/def2-TZVPD

Calculated values
HOMO: -2.86 eV
Net charge: -1
Orbital gap: 4.38 eV
ΔE to the lowest compared entry with this formula, charge and spin: 0.00 kJ/mol
E: -41062.4228 eV

Each line ends with the Löwdin charge.
Geometry (Å):
N  -20.221  20.979  16.731  0.24
H  -20.339  19.880  16.721  0.08
H  -21.186  21.309  16.820  0.07
H  -19.729  21.326  15.887  0.07
H  -19.570  21.200  17.535  0.09
C  -19.529  19.354  14.302  -0.03
C  -19.411  18.495  15.370  -0.39
C  -18.076  17.796  15.608  -0.42
O  -18.053  16.915  16.500  -0.07
C  -16.959  18.177  14.855  -0.01
C  -17.049  19.133  13.791  -0.41
C  -18.411  19.764  13.514  -0.40
O  -18.554  20.641  12.666  0.00
O  -16.058  19.554  13.190  -0.02
O  -20.316  18.405  16.253  -0.10
H  -20.522  19.680  14.005  0.10
H  -16.013  17.688  15.019  0.09
C  -23.111  20.805  19.472  -0.27
C  -23.039  22.197  18.993  -0.26
O  -22.698  22.244  17.628  -0.07
O  -21.822  20.289  19.526  -0.04
H  -23.724  20.133  18.862  0.13
H  -23.561  20.771  20.473  0.13
H  -22.284  22.717  19.605  0.13
H  -23.956  22.760  19.211  0.12
H  -22.666  23.198  17.472  0.10
H  -21.676  19.727  20.285  0.09
C  -19.458  24.276  15.503  -0.23
C  -18.191  23.486  15.657  -0.20
O  -18.339  22.115  15.252  -0.10
O  -20.011  24.130  14.169  -0.06
H  -19.250  25.359  15.625  0.12
H  -20.207  24.029  16.279  0.10
H  -17.931  23.497  16.717  0.11
H  -17.407  23.914  15.020  0.13
H  -18.274  22.035  14.270  0.10
H  -20.942  24.341  14.178  0.06
C  -17.496  20.985  19.104  -0.23
C  -17.836  19.536  19.167  -0.31
O  -16.711  18.759  19.316  -0.05
O  -18.681  21.747  19.025  -0.10
H  -16.937  21.214  18.198  0.13
H  -16.880  21.239  19.970  0.12
H  -18.465  19.190  18.331  0.12
H  -18.556  19.334  19.999  0.12
H  -16.867  17.906  18.830  0.12
H  -19.089  21.778  19.897  0.09
C  -24.081  19.787  14.189  -0.25
C  -23.910  21.236  14.496  -0.24
O  -22.503  21.550  14.480  -0.07
O  -23.860  19.624  12.789  -0.06
H  -25.125  19.505  14.375  0.12
H  -23.372  19.236  14.815  0.13
H  -24.328  21.400  15.502  0.11
H  -24.367  21.866  13.723  0.12
H  -22.340  22.442  14.786  0.05
H  -23.866  18.678  12.599  0.09



Which formula does entry 1 have? C14H30GeN2O2PtS5Se



Among the records above, which one has the lowest E? C14H30GeN2O2PtS5Se



Which value of E does entry 2 give? -37655.2693 eV